Record 1
Here is a molecular structure, C40H36FeNS4Sb from the Open Molecules 2025 dataset. Energies are from wB97M-V/def2-TZVPD.

Each line ends with the Löwdin spin population.
Element x y z (Å)
Fe (-0.359, 0.397, 0.214)  3.616
S (-2.469, 1.390, 0.765)  0.092
C (-3.293, 0.350, -0.419)  0.013
C (-4.573, -0.120, -0.112)  0.006
C (-5.286, -0.930, -0.969)  0.001
C (-4.754, -1.300, -2.199)  0.003
C (-3.500, -0.834, -2.546)  0.001
C (-2.773, -0.047, -1.664)  0.004
S (-1.209, 0.628, -2.182)  0.040
C (-0.175, -0.734, -2.807)  0.004
C (0.901, -1.281, -1.894)  0.009
C (1.420, -2.546, -2.155)  0.000
C (2.359, -3.068, -1.285)  0.007
C (2.764, -2.329, -0.178)  0.000
C (2.222, -1.074, 0.004)  0.009
C (2.532, -0.272, 1.240)  0.005
S (1.066, -0.026, 2.289)  0.034
C (0.726, -1.717, 2.697)  0.002
C (1.443, -2.256, 3.763)  0.001
C (1.296, -3.580, 4.116)  0.002
C (0.406, -4.362, 3.384)  0.000
C (-0.307, -3.826, 2.338)  0.004
C (-0.177, -2.481, 1.945)  0.006
S (-1.147, -1.911, 0.607)  0.056
N (1.327, -0.562, -0.864)  0.028
H (-4.993, 0.155, 0.846)  0.001
H (-6.265, -1.278, -0.677)  0.000
H (-5.313, -1.924, -2.879)  0.000
H (-3.079, -1.078, -3.511)  0.000
H (0.307, -0.325, -3.699)  0.000
H (-0.818, -1.556, -3.121)  0.001
H (1.048, -3.111, -2.996)  0.000
H (2.755, -4.059, -1.443)  0.000
H (3.460, -2.725, 0.546)  0.000
H (2.892, 0.734, 1.002)  0.000
H (3.294, -0.783, 1.828)  0.001
H (2.112, -1.613, 4.317)  0.001
H (1.851, -3.993, 4.943)  0.000
H (0.264, -5.402, 3.641)  0.000
H (-0.998, -4.444, 1.783)  0.001
C (-2.033, 4.379, -1.145)  0.001
C (-0.857, 5.297, -1.266)  0.000
C (-1.068, 6.616, -1.667)  0.000
C (-0.020, 7.504, -1.820)  0.000
C (1.276, 7.082, -1.576)  0.001
C (1.500, 5.776, -1.173)  0.002
C (0.449, 4.880, -1.007)  0.011
Sb (0.997, 2.869, -0.475)  0.023
C (1.893, 2.480, -2.404)  0.001
C (1.134, 3.003, -3.455)  0.000
C (1.421, 2.721, -4.778)  0.000
C (2.499, 1.903, -5.082)  0.000
C (3.260, 1.382, -4.052)  0.000
C (2.967, 1.648, -2.715)  0.000
C (3.853, 1.007, -1.683)  0.000
C (2.610, 3.495, 0.773)  0.005
C (3.943, 3.538, 0.390)  0.001
C (4.932, 3.953, 1.270)  0.000
C (4.584, 4.333, 2.555)  0.000
C (3.255, 4.310, 2.942)  0.000
C (2.253, 3.899, 2.070)  0.000
C (0.821, 3.947, 2.526)  0.001
H (-2.931, 4.852, -1.536)  0.000
H (-2.222, 4.085, -0.114)  0.001
H (-1.880, 3.445, -1.691)  0.000
H (-2.079, 6.942, -1.868)  0.000
H (-0.214, 8.520, -2.136)  0.000
H (2.109, 7.759, -1.698)  0.000
H (2.516, 5.464, -0.985)  0.000
H (0.295, 3.653, -3.245)  0.000
H (0.812, 3.145, -5.564)  0.000
H (2.746, 1.677, -6.110)  0.000
H (4.105, 0.745, -4.282)  0.000
H (3.829, -0.078, -1.767)  0.000
H (3.563, 1.269, -0.663)  0.000
H (4.890, 1.319, -1.817)  0.000
H (4.228, 3.269, -0.626)  0.000
H (5.963, 3.983, 0.947)  0.000
H (5.344, 4.656, 3.253)  0.000
H (2.982, 4.620, 3.942)  0.000
H (0.760, 4.177, 3.588)  0.000
H (0.299, 3.000, 2.370)  0.000
H (0.263, 4.718, 1.986)  0.000

Cartesian forces (eV/Å) of the 3 atoms listed first:
Fe -0.592 -0.069 0.588
S 0.168 -0.256 -0.436
C 0.012 0.074 0.086

Calculated values
- E_LUMO (alpha / beta) (eV) = 0.082 / -0.046
- 2S+1 = 5
- net charge = 0
- maximum force (eV/A) = 0.837
- E_HOMO (alpha / beta) (Ha) = -0.252 / -0.252
- Kohn-Sham gap (alpha / beta) (eV) = 6.9 / 6.8

Record 2
Here is a molecular structure, C21H29Ge2N4NiO7P2 from the Open Molecules 2025 dataset. Energies are from wB97M-V/def2-TZVPD.

Each line ends with the Löwdin spin population.
Element x y z (Å)
Ni (1.637, 0.529, -0.067)  1.636
N (3.992, -2.740, 1.194)  0.002
C (2.769, -2.171, 0.566)  0.006
C (2.055, -3.280, -0.168)  0.002
P (3.589, -1.038, -0.672)  0.006
O (2.374, -0.897, -1.777)  0.044
O (4.725, -1.876, -1.149)  0.004
O (3.884, 0.321, -0.136)  0.016
P (1.659, -1.326, 1.799)  0.017
O (2.283, -2.017, 3.140)  0.007
O (0.268, -1.787, 1.559)  0.085
O (1.932, 0.142, 1.916)  0.053
H (3.844, -3.704, 1.503)  0.000
H (4.283, -2.167, 1.993)  0.000
H (4.685, -2.654, 0.378)  0.000
H (2.696, -3.677, -0.956)  0.000
H (1.144, -2.892, -0.618)  0.004
H (1.767, -4.077, 0.518)  0.000
H (2.728, -0.471, -2.563)  0.002
H (1.877, -1.577, 3.888)  0.000
N (3.697, 3.156, -0.046)  0.000
C (2.380, 3.412, -0.083)  0.004
O (1.540, 2.502, -0.325)  0.047
C (1.947, 4.766, 0.107)  0.007
C (2.865, 5.807, 0.171)  0.001
N (3.645, 6.653, 0.233)  0.004
C (0.594, 5.061, 0.233)  0.001
N (-0.525, 5.307, 0.354)  0.002
H (3.979, 2.181, -0.080)  0.000
H (4.363, 3.854, 0.240)  0.000
C (-3.967, -1.840, -0.950)  0.038
Ge (-2.012, -2.263, -0.674)  0.228
C (-1.296, -3.080, -2.384)  0.070
C (-1.937, -3.717, 0.696)  0.041
Ge (-0.592, -0.119, -0.264)  0.285
C (-1.535, 0.940, -1.739)  0.194
C (-2.112, 0.408, -2.877)  0.013
C (-2.774, 1.234, -3.770)  0.006
C (-2.831, 2.597, -3.535)  -0.003
C (-2.217, 3.134, -2.417)  0.015
C (-1.558, 2.308, -1.523)  0.039
C (-1.449, 0.531, 1.419)  0.046
C (-2.548, -0.052, 2.036)  0.012
C (-3.006, 0.426, 3.252)  0.000
C (-2.351, 1.474, 3.876)  0.011
C (-1.246, 2.053, 3.273)  0.002
C (-0.796, 1.578, 2.056)  0.014
H (-4.421, -2.703, -1.429)  0.008
H (-4.129, -0.966, -1.570)  0.000
H (-4.462, -1.679, 0.002)  0.000
H (-0.885, -4.062, -2.165)  0.004
H (-0.514, -2.475, -2.835)  0.002
H (-2.097, -3.198, -3.107)  0.006
H (-1.386, -4.564, 0.299)  0.003
H (-2.943, -4.032, 0.951)  0.004
H (-1.431, -3.370, 1.588)  0.001
H (-2.068, -0.655, -3.069)  0.001
H (-3.242, 0.815, -4.649)  0.001
H (-3.344, 3.240, -4.234)  0.000
H (-2.239, 4.198, -2.236)  0.002
H (-1.060, 2.726, -0.660)  0.004
H (-3.044, -0.894, 1.573)  0.002
H (-3.862, -0.034, 3.727)  0.000
H (-2.687, 1.824, 4.842)  0.001
H (-0.723, 2.864, 3.758)  0.000
H (0.085, 2.010, 1.592)  -0.001

Cartesian forces (eV/Å) of the 3 atoms listed first:
Ni 0.517 2.125 -0.154
N 0.615 0.052 0.067
C -0.503 0.796 -0.119

Calculated values
- E_LUMO (alpha / beta) (eV) = -0.383 / -3.819
- 2S+1 = 4
- net charge = 0
- maximum force (eV/A) = 2.192
- E_HOMO (alpha / beta) (Ha) = -0.265 / -0.265
- Kohn-Sham gap (alpha / beta) (eV) = 6.8 / 3.4

Record 3
Here is a molecular structure, C42H42O2P2Sn from the Open Molecules 2025 dataset. Energies are from wB97M-V/def2-TZVPD.

Each line ends with the Löwdin charge.
Element x y z (Å)
Sn (1.103, 0.885, 1.891)  1.117
C (-3.045, -5.131, 0.082)  -0.107
C (-2.250, -4.592, -0.854)  -0.097
C (-2.597, -3.940, -2.166)  -0.207
C (-3.058, -2.465, -2.086)  -0.188
C (-4.310, -2.142, -1.333)  -0.110
C (-5.221, -2.989, -0.852)  -0.113
C (-5.282, -4.479, -0.993)  -0.205
C (-4.541, -5.189, 0.153)  -0.196
C (-0.669, 1.378, 3.111)  -0.328
H (-2.561, -5.630, 0.937)  0.103
H (-1.164, -4.630, -0.672)  0.089
H (-3.310, -4.518, -2.762)  0.097
H (-1.655, -3.922, -2.745)  0.096
H (-2.266, -1.859, -1.618)  0.100
H (-3.145, -2.117, -3.130)  0.113
H (-4.459, -1.066, -1.179)  0.104
H (-6.061, -2.583, -0.277)  0.101
H (-4.903, -4.846, -1.947)  0.093
H (-6.338, -4.787, -0.926)  0.110
H (-4.900, -4.779, 1.110)  0.102
H (-4.836, -6.248, 0.168)  0.110
H (-0.640, 0.882, 4.090)  -0.001
H (-1.585, 1.072, 2.590)  -0.002
H (-0.675, 2.456, 3.263)  -0.056
P (2.932, 0.748, -0.212)  0.843
P (1.048, 3.329, 0.335)  0.934
C (2.061, 1.589, -1.572)  -0.314
C (1.439, 2.761, -1.338)  -0.345
C (4.674, 1.169, -0.703)  -0.373
C (5.007, 1.275, -2.062)  -0.100
C (6.297, 1.642, -2.458)  -0.080
C (7.295, 1.855, -1.500)  -0.083
C (6.961, 1.770, -0.141)  -0.088
C (5.662, 1.450, 0.263)  -0.094
C (2.731, -0.985, -0.783)  -0.372
C (1.441, -1.488, -1.026)  -0.102
C (1.270, -2.827, -1.375)  -0.064
C (2.362, -3.704, -1.331)  -0.075
C (3.649, -3.201, -1.092)  -0.082
C (3.842, -1.835, -0.874)  -0.089
C (1.661, 5.065, 0.036)  -0.342
C (2.986, 5.258, -0.407)  -0.098
C (3.384, 6.504, -0.893)  -0.084
C (2.483, 7.580, -0.907)  -0.086
C (1.182, 7.400, -0.423)  -0.079
C (0.781, 6.153, 0.061)  -0.087
C (-0.768, 3.568, 0.156)  -0.384
C (-1.529, 3.885, 1.297)  -0.133
C (-2.910, 4.037, 1.197)  -0.069
C (-3.536, 3.918, -0.051)  -0.075
C (-2.779, 3.631, -1.192)  -0.072
C (-1.401, 3.445, -1.083)  -0.084
H (2.206, 1.196, -2.590)  0.084
H (1.198, 3.475, -2.141)  0.093
H (4.262, 1.088, -2.835)  0.095
H (6.514, 1.752, -3.521)  0.104
H (8.317, 2.092, -1.815)  0.105
H (7.728, 1.958, 0.611)  0.103
H (5.409, 1.409, 1.325)  0.105
H (0.574, -0.833, -0.918)  0.087
H (0.282, -3.179, -1.683)  0.084
H (2.203, -4.771, -1.487)  0.103
H (4.509, -3.873, -1.073)  0.103
H (4.850, -1.423, -0.769)  0.101
H (3.686, 4.421, -0.418)  0.101
H (4.397, 6.643, -1.275)  0.105
H (2.796, 8.554, -1.292)  0.103
H (0.471, 8.228, -0.434)  0.105
H (-0.244, 6.021, 0.410)  0.096
H (-1.040, 3.994, 2.265)  0.091
H (-3.498, 4.250, 2.094)  0.111
H (-4.615, 4.052, -0.137)  0.104
H (-3.249, 3.545, -2.174)  0.106
H (-0.826, 3.208, -1.975)  0.089
O (-1.057, -1.077, 0.848)  -0.025
C (-0.597, -1.542, 1.910)  -0.608
O (0.555, -1.192, 2.429)  -0.263
C (-1.389, -2.570, 2.684)  -0.129
C (-0.738, -3.594, 3.387)  -0.028
C (-1.459, -4.574, 4.078)  -0.087
C (-2.860, -4.516, 4.155)  -0.093
C (-3.512, -3.489, 3.469)  -0.100
C (-2.794, -2.543, 2.726)  -0.023
H (0.352, -3.630, 3.373)  0.114
H (-0.933, -5.392, 4.571)  0.098
H (-3.428, -5.240, 4.748)  0.102
H (-4.599, -3.418, 3.519)  0.100
H (-3.327, -1.780, 2.160)  0.115

Cartesian forces (eV/Å) of the 3 atoms listed first:
Sn -1.471 -1.273 2.884
C 0.574 0.101 0.096
C 0.009 -0.411 0.615

Calculated values
- E_LUMO (alpha / beta) (eV) = -0.810 / -0.784
- net charge = 0
- maximum force (eV/A) = 3.479
- E_HOMO (alpha / beta) (Ha) = -0.239 / -0.234
- Kohn-Sham gap (alpha / beta) (eV) = 5.7 / 5.6

Look up the net charge of the third one. 0

What is the net charge in the third record? 0